[1]
Below is a 2-piece molecular cluster, C22H25FNO7S overall at a distorted geometry, with properties calculated with ωB97M-V/def2-TZVPD.

Calculated values
Net charge: -1
Lowest unoccupied orbital energy: 0.09743 Eh
Spin multiplicity: 1
F_max: 3.40 eV/A

```
57
Properties=species:S:1:pos:R:3:nbo_charge:R:1
H 4.57467 2.42342 -3.83852 0.20
C 1.97215 -4.09902 3.36670 -0.23
C 1.70801 0.39338 -2.25748 0.72
C -0.65398 1.75939 0.96188 -0.06
O -1.83257 1.39664 -2.30138 -0.54
C 1.51709 -6.48657 2.74350 -0.63
H 3.81308 0.10313 -3.60608 0.19
C 0.58122 1.06547 0.67326 0.14
H 4.38284 0.05506 -1.89794 0.20
C 1.75063 -3.25901 0.71872 -0.11
O -4.34306 3.57962 1.41556 -0.50
C -1.71380 1.00142 1.47010 -0.16
H -2.87712 0.37400 -3.78749 0.18
C -2.01383 3.74266 0.98419 -0.27
H -3.51096 0.16422 -2.11604 0.18
H 1.32140 -7.09898 1.86051 0.21
O 1.74325 -0.77415 -2.59853 -0.65
O 3.02568 -0.02634 2.47404 -0.95
C -0.80294 3.14112 0.75070 -0.17
O -1.07417 -0.75610 -2.03719 -0.66
H 0.67349 -6.60538 3.43361 0.22
C 1.59128 -4.60353 1.04883 -0.23
H -2.15577 4.80842 0.83543 0.22
C 0.43973 1.07577 -1.91354 -0.04
H -6.29542 3.36602 1.94926 0.19
H -4.99828 1.67470 -3.34493 0.20
H -1.56504 -0.05989 1.65816 0.24
C -0.88672 0.44606 -2.10181 0.69
F 0.45241 2.40016 -2.14722 -0.36
H -5.56616 1.89536 1.21886 0.18
H 1.68049 -2.91390 -0.30797 0.26
C 4.93427 1.84245 -2.98343 -0.62
C 3.99793 0.69829 -2.69929 -0.08
N 0.80671 -0.08059 1.22082 -0.79
H -3.77103 0.96948 2.04840 0.21
H 2.37303 -2.02737 3.82004 0.24
H 1.38892 -5.33108 0.26419 0.21
C -5.40991 2.73880 1.90388 -0.25
C 2.02707 -2.33784 1.72739 -0.35
C -3.08538 0.88175 -2.83174 -0.07
C 1.69877 -5.04210 2.37259 -0.02
H 2.40149 -6.89793 3.24453 0.21
H 2.06756 -4.42251 4.40154 0.20
H 0.05561 3.71370 0.40134 0.23
C -4.01682 2.04783 -3.04653 -0.62
C -2.94953 1.58239 1.67736 -0.33
O 2.73320 1.26887 -2.22990 -0.53
S 2.41023 -0.64155 1.32704 2.28
C 2.13833 -2.75663 3.05356 -0.17
O 3.04759 -0.58545 0.03244 -0.94
H -4.13528 2.65262 -2.14264 0.21
H 5.01745 2.51127 -2.12347 0.21
H -3.64438 2.70018 -3.84246 0.20
H 1.33745 1.56302 0.05182 0.21
H 5.92817 1.45899 -3.21945 0.20
C -3.12560 2.95573 1.36335 0.31
H -5.16340 2.35456 2.90146 0.18
```

[2]
Below is one molecule with the formula C22H25N3O3S at a distorted geometry, with properties calculated with ωB97M-V/def2-TZVPD.

Calculated values
SMILES string: Cc1cc(-c2ccc(C)c(S(=O)(=O)Nc3cccc(CN4CCCC4)c3)c2)on1
Lowest unoccupied orbital energy: 0.00649 Eh
Spin multiplicity: 1
F_max: 1.34 eV/A

```
54
Properties=species:S:1:pos:R:3:nbo_charge:R:1
O -3.46905 -2.59873 0.73549 -0.92
H 4.80079 -0.03565 -1.60145 0.23
H -2.74122 4.02062 -0.69949 0.21
H -1.58174 3.93135 0.64202 0.17
C -1.75245 3.64856 -0.40936 -0.23
C 0.19599 -2.82389 0.83534 -0.17
H -2.74808 -5.10283 2.51562 0.25
C -0.07378 -5.57677 0.74586 -0.20
C -1.71962 0.18550 -1.92007 -0.18
H 1.96609 -5.60466 0.09670 0.23
H -0.38937 6.01273 -2.30022 0.19
N -0.78380 4.24157 -1.31965 -0.44
H -3.25409 -5.05298 0.84250 0.25
C -0.83163 5.69288 -1.35205 -0.22
C -1.16571 -4.80405 1.13420 0.04
H -0.17437 -6.65142 0.71391 0.22
C 0.59143 3.95952 -0.94119 -0.23
H 0.28746 -1.75212 0.88474 0.24
H 0.68399 2.94325 -0.55976 0.21
H -1.69084 -0.26786 -2.89945 0.22
C 2.91138 -1.67921 -0.09310 -0.35
N 4.65859 -3.00090 -0.53040 -0.13
H 0.54980 7.11785 -0.43272 0.21
C -2.47218 -5.41402 1.50914 -0.66
H -1.91630 -0.37108 2.48528 0.43
O -2.66015 -2.64641 3.06132 -0.94
C 4.27431 -1.75174 -0.47408 0.15
H -0.59052 6.39186 0.69740 0.20
N -1.80960 -0.84868 1.60444 -0.88
H 6.16971 -1.02348 -1.05102 0.24
C -1.76556 -0.62616 -0.79977 -0.28
H 2.04304 5.33019 -0.04867 0.21
C -0.99783 -3.42286 1.16685 -0.33
H -1.85864 6.05373 -1.31098 0.20
H -2.42658 -6.49901 1.46212 0.22
C 1.00451 5.03530 0.08845 -0.43
C -1.79928 1.33956 0.58589 -0.29
H 1.20578 4.04990 -1.84157 0.19
C -1.75056 2.14890 -0.53755 0.00
C 2.53764 -2.99094 0.06618 0.29
C -1.81063 -0.04759 0.46340 0.24
H 5.29642 0.01758 0.09040 0.23
C 1.12935 -4.99459 0.40026 -0.18
H -1.66487 2.19841 -2.66617 0.23
S -2.39795 -2.41823 1.66999 2.31
H -1.83167 1.78256 1.57239 0.21
C 1.28011 -3.60759 0.43783 -0.03
H 2.31787 -0.79786 0.02719 0.23
O 3.60047 -3.77465 -0.20210 -0.27
H -1.78901 -1.69897 -0.89673 0.23
C 5.19509 -0.62998 -0.77897 -0.64
C -1.71017 1.56215 -1.79701 -0.23
C 0.03232 6.19590 -0.17548 -0.43
H 0.89511 4.65505 1.10409 0.20
```